C50H54N11SSeTl | ωB97M-V/def2-TZVPD

Highest occupied orbital energy = -5.93 eV
HOMO-LUMO gap = 5.277 eV
Electronic energy = -5512.0274 Ha
ΔE to the lowest compared entry with this formula, charge and spin = 124.5 kcal per mole

```
118
Properties=species:S:1:pos:R:3:lowdin_charge:R:1
Tl -0.572 -0.096 0.027 1.085
C -1.235 3.940 -5.313 -0.089
C -2.312 3.441 -4.342 -0.197
C -1.961 2.155 -3.653 -0.149
C -2.403 0.872 -3.957 -0.144
C -3.262 0.455 -5.114 -0.196
C -2.461 0.222 -6.400 -0.081
C -1.819 0.012 -2.997 -0.259
N -1.054 0.739 -2.117 0.052
C -1.133 2.034 -2.513 -0.213
C -0.498 3.163 -1.839 0.056
C 0.397 3.114 -0.844 -0.158
C 0.421 4.027 0.341 -0.293
C 0.083 5.482 0.247 -0.171
C 1.095 6.241 -0.608 -0.081
C 1.267 3.425 1.409 -0.262
C 1.538 1.983 0.947 -0.268
C 2.560 1.044 1.449 0.066
C 2.398 -0.294 1.461 -0.231
N 1.366 -0.991 0.833 0.038
C 1.540 -2.309 1.072 -0.250
C 0.795 -3.331 0.527 0.005
C -0.175 -3.193 -0.504 -0.223
N -0.646 -2.037 -0.992 0.040
C -1.389 -2.322 -2.140 -0.242
C -1.921 -1.404 -2.997 0.041
C -1.425 -3.759 -2.301 -0.122
C -0.687 -4.296 -1.290 -0.137
C -0.402 -5.739 -1.005 -0.191
C 0.880 -6.250 -1.670 -0.079
C -2.081 -4.477 -3.439 -0.181
C -1.207 -4.506 -4.698 -0.078
C 2.723 -2.493 1.944 -0.124
C 3.266 -1.278 2.145 -0.124
C 4.488 -0.922 2.933 -0.189
C 5.771 -0.945 2.091 -0.078
C 3.187 -3.825 2.448 -0.190
C 4.081 -4.567 1.447 -0.075
N 0.864 1.881 -0.342 0.024
C 2.015 4.121 2.502 -0.154
C 1.687 3.546 3.880 -0.083
H -1.501 4.912 -5.733 0.068
H -1.095 3.241 -6.138 0.059
H -0.276 4.039 -4.801 0.071
H -3.256 3.314 -4.878 0.102
H -2.490 4.215 -3.591 0.100
H -4.020 1.223 -5.294 0.103
H -3.805 -0.459 -4.864 0.098
H -1.891 1.113 -6.665 0.059
H -3.115 -0.029 -7.237 0.069
H -1.748 -0.594 -6.262 0.071
H -0.887 4.143 -2.099 0.108
H 0.043 5.905 1.253 0.110
H -0.923 5.581 -0.171 0.116
H 2.103 6.131 -0.202 0.077
H 0.857 7.305 -0.645 0.072
H 1.108 5.859 -1.629 0.071
H 3.428 1.468 1.939 0.107
H 1.050 -4.341 0.816 0.095
H -2.475 -1.824 -3.829 0.110
H -1.253 -6.341 -1.329 0.107
H -0.327 -5.879 0.076 0.102
H 0.798 -6.210 -2.757 0.061
H 1.089 -7.282 -1.383 0.071
H 1.735 -5.635 -1.381 0.066
H -3.033 -3.997 -3.678 0.108
H -2.314 -5.498 -3.130 0.107
H -0.995 -3.493 -5.042 0.068
H -1.700 -5.049 -5.506 0.072
H -0.251 -4.990 -4.495 0.064
H 4.589 -1.611 3.775 0.106
H 4.361 0.076 3.355 0.100
H 5.969 -1.947 1.710 0.059
H 6.632 -0.629 2.682 0.071
H 5.678 -0.277 1.234 0.078
H 2.313 -4.445 2.663 0.103
H 3.724 -3.690 3.391 0.105
H 3.556 -4.716 0.502 0.066
H 4.379 -5.542 1.834 0.073
H 4.984 -3.994 1.234 0.062
H 1.783 5.189 2.484 0.107
H 3.085 4.029 2.294 0.118
H 0.618 3.638 4.073 0.065
H 2.232 4.072 4.665 0.072
H 1.945 2.485 3.934 0.065
Se -6.015 3.992 3.924 1.106
N -4.428 3.376 4.441 -0.226
C -4.077 2.466 3.576 -0.330
C -2.835 1.696 3.664 -0.081
C -1.927 1.868 4.703 0.008
C -0.799 1.079 4.739 -0.037
C -0.627 0.129 3.736 -0.125
N -1.481 -0.043 2.743 0.079
C -2.559 0.741 2.685 -0.154
C -3.472 0.554 1.531 -0.139
N -3.083 -0.290 0.568 0.081
C -3.941 -0.608 -0.388 -0.097
C -5.206 -0.033 -0.490 -0.013
C -5.569 0.919 0.431 0.016
C -4.693 1.217 1.474 -0.080
C -5.010 2.211 2.502 -0.331
N -6.105 2.920 2.506 -0.227
H -2.120 2.623 5.454 0.120
H -0.065 1.183 5.526 0.110
H 0.253 -0.509 3.727 0.112
H -3.601 -1.344 -1.105 0.105
H -5.864 -0.319 -1.299 0.113
H -6.517 1.439 0.375 0.120
N -1.126 -3.073 3.230 0.100
C -2.131 -3.949 3.076 -0.990
N -2.244 -4.887 4.046 0.069
S -3.186 -3.894 1.776 0.565
H -0.433 -3.164 3.952 0.105
H -0.988 -2.389 2.506 0.047
H -1.547 -5.006 4.760 0.094
H -2.940 -5.599 3.921 0.081
N -0.204 3.207 1.433 0.162
C 0.050 1.771 0.963 -0.197
```


C5H7PS | ωB97M-V/def2-TZVPD

Highest occupied orbital energy = -8.11 eV
HOMO-LUMO gap = 8.522 eV
Electronic energy = -934.1665 Ha
ΔE to the lowest compared entry with this formula, charge and spin = 45.7 kcal per mole

```
14
Properties=species:S:1:pos:R:3:nbo_charge:R:1
C -0.718 -0.751 -0.037 -0.529
C -0.902 0.136 1.146 -0.239
C -0.520 0.186 -1.206 -0.279
C -0.538 1.377 0.735 -0.188
C -0.294 1.396 -0.690 -0.196
P 1.134 -1.093 0.036 0.767
S 2.271 0.464 -0.076 -0.529
H -1.165 -1.755 -0.042 0.267
H -1.270 -0.358 2.090 0.241
H -0.386 0.067 -2.253 0.239
H -0.463 2.288 1.218 0.221
H -0.098 2.316 -1.333 0.239
H 1.683 -2.318 -0.793 0.017
H 1.266 -1.955 1.204 -0.031
```


> Which of these has the highest HOMO-LUMO gap?

C5H7PS